No. 1
C33H44GeN4O7V as an isolated structure. Source: the Open Molecules 2025 dataset; level of theory: ωB97M-V/def2-TZVPD.

Structure (XYZ):
```
90
Properties=species:S:1:pos:R:3:mulliken_spin:R:1
V 0.061 0.204 0.102 1.96
O 0.240 -0.186 2.304 0.00
C -0.315 -1.498 2.586 0.01
C 0.075 -2.410 1.448 0.01
N -0.366 -1.877 0.140 -0.03
C -1.830 -1.949 -0.051 0.02
C -2.522 -0.739 0.599 0.01
O -3.646 -0.808 1.013 0.00
O -1.759 0.350 0.677 -0.02
C 0.480 -2.401 -0.952 0.00
C 1.718 -1.502 -1.086 0.01
O 2.468 -1.556 -2.048 0.00
O 1.863 -0.655 -0.108 0.00
H -0.378 0.456 2.676 0.00
H 0.106 -1.867 3.521 0.00
H -1.397 -1.421 2.699 0.00
H 1.161 -2.486 1.422 0.00
H -0.340 -3.410 1.607 0.00
H -2.048 -1.887 -1.116 0.00
H -2.253 -2.868 0.358 0.00
H 0.828 -3.420 -0.754 0.00
H -0.069 -2.410 -1.891 0.01
N 2.783 1.148 -2.605 0.00
C 2.515 1.941 -1.369 0.00
C 1.633 3.163 -1.569 -0.01
C 1.091 3.548 -0.184 0.00
N 0.112 2.511 0.280 0.02
C 2.256 3.794 0.780 0.00
C 3.319 2.693 0.835 0.00
N 2.737 1.544 1.530 0.01
C 3.762 2.267 -0.574 0.00
H 1.977 1.170 -3.239 0.00
H 2.940 0.138 -2.375 0.00
H 3.575 1.498 -3.147 0.00
H 1.957 1.271 -0.744 0.02
H 0.806 2.946 -2.242 0.00
H 2.191 4.008 -1.981 0.00
H 0.546 4.491 -0.271 0.00
H -0.760 2.671 -0.223 0.01
H -0.121 2.706 1.251 0.01
H 1.876 3.979 1.789 0.00
H 2.728 4.728 0.463 0.00
H 4.200 3.095 1.348 0.00
H 2.629 1.742 2.517 0.00
H 3.310 0.712 1.447 0.00
H 4.407 1.388 -0.495 0.00
H 4.341 3.067 -1.045 0.00
O -2.180 -0.211 -2.376 0.01
C -1.260 0.558 -2.533 0.00
O -0.148 0.529 -1.808 -0.02
C -1.344 1.693 -3.537 0.00
C -1.784 1.260 -4.937 0.00
Ge -0.446 0.193 -5.903 0.00
C -0.865 0.105 -7.799 0.00
C -0.983 1.286 -8.533 0.00
C -1.278 1.254 -9.887 0.00
C -1.458 0.034 -10.527 0.00
C -1.340 -1.147 -9.809 0.00
C -1.046 -1.111 -8.452 0.00
C -0.407 -1.644 -5.228 0.00
C -1.647 -2.249 -4.998 0.00
C -1.743 -3.599 -4.695 0.00
C -0.594 -4.379 -4.635 0.00
C 0.644 -3.793 -4.844 0.00
C 0.735 -2.435 -5.128 0.00
C 1.284 1.144 -5.744 0.00
C 1.332 2.507 -5.431 0.00
C 2.537 3.202 -5.372 0.00
C 3.732 2.542 -5.628 0.00
C 3.707 1.193 -5.965 0.00
C 2.499 0.510 -6.030 0.00
H -0.389 2.209 -3.569 0.00
H -2.069 2.404 -3.122 0.00
H -2.000 2.143 -5.543 0.00
H -2.721 0.705 -4.879 0.00
H -0.839 2.249 -8.051 0.00
H -1.368 2.178 -10.444 0.00
H -1.689 0.006 -11.583 0.00
H -1.479 -2.099 -10.305 0.00
H -0.959 -2.042 -7.904 0.00
H -2.557 -1.663 -5.054 0.00
H -2.715 -4.045 -4.526 0.00
H -0.668 -5.439 -4.426 0.00
H 1.548 -4.386 -4.783 0.00
H 1.718 -2.010 -5.266 0.00
H 0.415 3.058 -5.258 0.00
H 2.535 4.263 -5.152 0.00
H 4.671 3.080 -5.600 0.00
H 4.629 0.677 -6.203 0.00
H 2.509 -0.526 -6.343 0.00
```

Its spin multiplicity is 3. As for the expectation value of S²: 2.01. As for the orbital gap (alpha / beta): 8.22 / 8.84 eV. As for the total charge: +1.

***

No. 2
C10H28F6N9O11S2V as an isolated structure. Source: the Open Molecules 2025 dataset; level of theory: ωB97M-V/def2-TZVPD.

Structure (XYZ):
```
67
Properties=species:S:1:pos:R:3:mulliken_spin:R:1
O 0.401 -0.524 0.166 -0.25
V -0.102 0.646 -0.756 1.19
C -1.339 -3.343 -2.467 0.00
F -1.436 -4.182 -3.484 0.00
F -2.553 -2.938 -2.125 0.00
F -0.765 -3.945 -1.445 0.00
S -0.276 -1.898 -3.098 0.00
O 1.049 -2.111 -2.539 0.00
O -0.228 -1.875 -4.535 0.00
N -0.941 -0.484 -2.300 0.01
S -2.123 -0.102 -3.304 0.00
O -2.778 -1.084 -4.128 0.00
O -3.105 0.722 -2.630 0.00
C -1.237 1.040 -4.546 0.00
F -1.887 2.196 -4.609 0.00
F 0.049 1.251 -4.239 0.00
F -1.243 0.433 -5.725 0.00
C 0.828 2.357 2.061 0.00
O 0.684 2.019 0.882 0.01
N 1.593 1.647 2.910 0.00
N 0.217 3.411 2.643 0.00
H 1.698 2.053 3.823 0.00
H 1.921 0.706 2.714 0.00
H 0.510 3.796 3.520 0.00
H -0.371 3.897 1.985 0.00
C -2.763 0.633 1.332 0.00
O -1.986 0.589 0.378 0.00
N -3.109 -0.362 2.169 0.00
N -3.480 1.739 1.601 0.00
H -3.812 -0.275 2.875 0.00
H -2.696 -1.273 2.023 0.00
H -3.339 2.544 1.018 0.00
H -4.204 1.721 2.293 0.00
C -0.450 3.543 -2.041 0.00
O -0.763 2.363 -1.830 -0.01
N 0.659 3.883 -2.724 0.00
N -1.148 4.564 -1.536 0.00
H 0.924 4.832 -2.916 0.00
H 1.033 3.123 -3.272 0.00
H -0.703 5.466 -1.518 0.00
H -1.846 4.390 -0.834 0.00
C 3.026 1.212 -1.740 0.00
O 1.825 1.090 -1.486 0.01
N 3.853 0.142 -1.833 0.00
N 3.670 2.383 -1.882 0.00
H 4.751 0.242 -2.267 0.00
H 3.612 -0.691 -1.325 0.00
H 4.595 2.330 -2.266 0.00
H 3.206 3.259 -1.719 0.00
C 2.183 -2.354 3.809 0.00
C 3.224 -1.377 3.280 0.00
O 2.762 -0.795 2.066 0.00
H 1.225 -1.835 3.724 0.00
H 2.258 -2.611 4.865 0.00
H 2.158 -3.267 3.216 0.00
H 4.211 -1.829 3.168 0.00
H 3.353 -0.547 3.978 0.00
H 2.624 -1.473 1.397 0.00
C -0.613 -3.901 1.831 0.00
C -1.909 -3.770 2.656 0.00
O -2.984 -3.403 1.836 0.00
H -0.734 -4.694 1.089 0.00
H 0.168 -4.375 2.433 0.00
H -0.300 -2.945 1.417 0.00
H -1.720 -3.082 3.482 0.00
H -2.029 -4.732 3.164 0.00
H -3.298 -4.145 1.315 0.00
```

Its spin multiplicity is 2. As for the expectation value of S²: 0.78. As for the orbital gap (alpha / beta): 9.52 / 9.69 eV. As for the total charge: +1.

***

No. 3
One molecule with the formula C19H24N2O3S. Source: the Open Molecules 2025 dataset; level of theory: ωB97M-V/def2-TZVPD.

Structure (XYZ):
```
49
Properties=species:S:1:pos:R:3:lowdin_charge:R:1
C -2.039 -2.842 -2.278 -0.11
C -2.650 -3.188 -0.926 -0.25
C -3.840 -2.301 -0.557 -0.17
C -3.471 -0.829 -0.389 -0.21
C -2.516 -0.512 0.756 -0.06
H -1.470 -0.495 0.459 0.12
H -2.650 -1.227 1.570 0.13
C -2.976 0.885 1.205 -0.43
C -2.250 1.956 0.432 -0.33
C -2.818 3.058 -0.113 -0.34
S -1.621 4.040 -0.883 1.04
C -0.412 2.840 -0.386 -0.59
N -0.900 1.846 0.272 0.10
N 0.875 3.048 -0.730 0.06
C 1.978 2.224 -0.502 -0.24
C 1.894 1.026 0.195 -0.01
C 3.018 0.240 0.382 -0.01
C 4.251 0.640 -0.122 -0.28
C 4.334 1.851 -0.815 0.00
C 3.215 2.630 -1.002 -0.02
H 3.297 3.562 -1.542 0.11
H 5.293 2.157 -1.199 0.12
O 5.413 -0.055 -0.001 -0.06
C 5.400 -1.299 0.669 -0.27
C 6.813 -1.859 0.631 -0.07
H 7.497 -1.174 1.124 0.08
H 7.134 -1.986 -0.399 0.08
H 6.844 -2.820 1.136 0.08
H 4.705 -1.989 0.170 0.13
H 5.073 -1.165 1.710 0.13
H 2.914 -0.685 0.927 0.10
H 0.942 0.715 0.590 0.08
H 1.061 3.894 -1.249 0.13
H -3.848 3.346 -0.113 0.08
C -2.813 1.127 2.703 0.02
H -3.208 2.106 2.962 0.09
H -3.356 0.370 3.263 0.09
H -1.758 1.086 2.959 0.09
O -4.371 0.938 0.875 0.08
C -4.692 0.018 -0.043 -0.44
O -5.794 -0.087 -0.500 0.14
H -3.082 -0.438 -1.336 0.16
H -4.609 -2.373 -1.328 0.12
H -4.277 -2.662 0.378 0.12
H -1.884 -3.112 -0.152 0.10
H -2.995 -4.224 -0.948 0.11
H -1.279 -3.573 -2.545 0.07
H -1.568 -1.862 -2.259 0.07
H -2.802 -2.844 -3.053 0.08
```

As for the orbital gap: 8.06 eV.

***

No. 4
One molecule with the formula C4H7N3O. Source: the Open Molecules 2025 dataset; level of theory: ωB97M-V/def2-TZVPD.

Structure (XYZ):
```
15
Properties=species:S:1:pos:R:3:lowdin_charge:R:1
C 0.210 -0.335 2.870 -0.13
C -0.383 0.130 -0.125 -0.20
C 1.009 0.205 -0.270 -0.03
C -0.809 0.276 -1.564 -0.25
H 0.993 -1.090 2.820 0.05
H 0.981 0.562 2.387 0.12
H -0.095 -0.279 3.936 0.06
H 1.656 0.281 0.588 0.07
H 2.319 -0.227 -1.901 0.19
H -1.570 1.125 -1.727 0.14
H -1.450 -0.551 -1.865 0.11
N -1.094 -0.585 2.148 -0.04
N -1.086 -0.587 0.899 0.00
N 1.490 0.526 -1.647 0.02
O 0.229 0.381 -2.437 -0.11
```

As for the orbital gap: 8.24 eV.

***

> Which formula does entry 1 have?

C33H44GeN4O7V